ORCA calculation (ωB97M-V/def2-TZVPD) on an isolated molecule of C17H20N2O4S.

Its molecular weight is 348.424 g/mol. The total energy comes out at -1468.4711 hartree. The highest occupied orbital energy comes out at -8.191 eV. Its gap between HOMO and LUMO is 0.285 Eh. As for the SMILES: CCCCNC(=O)c1onc(CSc2cccc(C)c2)c1C(=O)O.

Positions of all 44 atoms, in Å:
C -1.50457 2.07066 -4.45551
H -2.34861 2.75298 -4.52662
C -0.37105 2.55183 -5.35644
C 0.78101 1.55467 -5.50529
C 1.77939 1.54841 -4.34303
N 1.21160 1.04566 -3.11299
C 1.22111 -0.25213 -2.79827
O 1.78088 -1.11594 -3.46628
C 0.50404 -0.57813 -1.54553
C 0.26980 -1.75977 -0.87188
C -0.49159 -1.33701 0.27052
N -0.67589 -0.04392 0.23415
O -0.07258 0.43680 -0.87349
C -0.97564 -2.16849 1.38993
H -1.87700 -1.75828 1.83836
H -1.11775 -3.19581 1.05851
S 0.31056 -2.27078 2.70074
C -0.18278 -1.01019 3.85292
C 0.14352 -1.22644 5.18578
C -0.19040 -0.29479 6.15604
C -0.86375 0.85940 5.77016
C -1.17941 1.07626 4.44156
C -0.83721 0.15076 3.47033
H -1.06700 0.34246 2.43394
H -1.69279 1.98094 4.15021
H -1.13721 1.59197 6.51563
C 0.13596 -0.54659 7.59645
H 1.00211 -1.19682 7.69010
H 0.33425 0.38735 8.11734
H -0.70713 -1.03347 8.08777
H 0.66040 -2.13480 5.45760
C 0.60450 -3.18097 -1.19839
O 0.15971 -4.08136 -0.53293
O 1.37809 -3.40064 -2.24034
H 1.62756 -2.58929 -2.76541
H 0.71029 1.68591 -2.51627
H 2.61541 0.89282 -4.60026
H 2.15447 2.55722 -4.15942
H 1.34629 1.80176 -6.40545
H 0.38221 0.54660 -5.63145
H 0.01567 3.50458 -4.98738
H -0.78644 2.73346 -6.34989
H -1.84096 1.08331 -4.76453
H -1.20906 2.01984 -3.41098

Force components x, y, z for each atom (eV/Å):
C 0.069 0.191 -0.103
H -0.112 0.012 0.064
C -0.015 -0.262 -0.031
C 0.099 0.264 0.168
C 0.070 -0.186 -0.548
N -0.071 0.160 0.218
C -0.059 0.431 0.139
O 0.028 -0.168 -0.097
C -0.334 -1.029 0.789
C 0.081 0.847 -0.402
C 0.276 0.411 -0.796
N -0.621 -0.355 0.859
O 0.583 -0.110 -0.869
C 0.257 -0.118 0.722
H -0.055 -0.042 -0.072
H -0.107 0.186 0.022
S -0.158 -0.137 -0.067
C 0.007 -0.177 -0.310
C -0.009 0.077 -0.104
C 0.038 0.078 -0.051
C 0.026 -0.019 0.006
C -0.063 0.049 0.007
C -0.053 0.004 0.017
H -0.003 0.051 0.019
H -0.045 0.087 -0.014
H -0.017 0.077 0.087
C -0.074 -0.031 0.010
H 0.062 -0.030 0.071
H 0.036 0.025 0.078
H 0.000 -0.028 0.100
H 0.038 -0.135 0.096
C -0.017 0.216 -0.113
O 0.065 -0.013 0.055
O 0.245 -0.158 -0.319
H -0.213 -0.015 0.313
H 0.047 -0.175 0.030
H -0.012 0.185 0.076
H 0.036 -0.066 0.005
H 0.036 -0.065 -0.044
H 0.036 -0.070 -0.072
H 0.016 0.101 -0.077
H 0.029 0.095 0.012
H -0.062 -0.116 0.020
H -0.078 -0.042 0.104